24
Properties=species:S:1:pos:R:3:lowdin_charge:R:1 method="wB97M-V/def2-TZVPD" total_energy_ev=-9905.078 homo_ev=-13.058 largest_force_ev_per_a=1.583 e_lumo_ev=-6.66 relative_energy_kcal_mol=107.0 total_charge=+1
N 2.717 0.861 -1.373 0.040
N -0.429 -2.031 -0.257 -0.072
N -0.630 3.105 1.875 0.045
C -1.403 -3.140 -0.315 -0.090
C 1.446 0.300 -1.192 -0.251
C -1.167 -0.704 -0.282 -0.178
C -0.393 0.184 0.571 0.079
C 0.686 0.953 0.027 -0.146
H -1.378 3.777 1.754 0.034
H -1.210 -0.347 -1.308 0.133
H -0.836 -4.054 -0.189 0.092
H 0.374 1.949 -0.318 0.164
H -0.969 2.237 1.477 -0.036
H 3.492 0.419 -0.907 0.095
H -0.488 2.909 2.861 0.033
H -2.185 -0.850 0.073 0.134
H 2.990 1.804 -1.605 0.104
H -0.456 0.151 1.655 0.146
H -2.174 -3.088 0.454 0.088
H 0.865 0.424 -2.106 0.125
H -1.869 -3.120 -1.295 0.093
H 1.414 1.107 0.833 0.137
H 1.601 -0.772 -1.104 0.121
H 0.001 -2.075 0.671 0.111